Here is a molecular structure, C49H65INO6RbS in a non-equilibrium geometry from the Open Molecules 2025 dataset. Energies are from wB97M-V/def2-TZVPD.

```
124
Properties=species:S:1:pos:R:3:forces:R:3
Rb 3.643471 -0.370276 0.336815 1.8 0.3 -2.0
C 4.279632 1.697832 -2.495769 0.4 0.1 -0.1
O 3.236306 1.161481 -1.695771 -0.3 0.6 -0.6
C 2.012018 1.689714 -2.062925 -0.1 0.2 -0.1
C 1.311040 1.113341 -3.123902 0.2 0.0 0.0
C 1.691977 -0.241176 -3.682277 -0.1 -0.1 0.2
C 0.811044 -1.275480 -3.002459 0.2 0.0 -0.1
C -0.493942 -1.457505 -3.420618 0.0 0.0 0.0
C -1.408801 -2.264991 -2.745422 0.0 0.0 0.0
C -0.938450 -2.878460 -1.585514 0.0 0.0 0.0
C 0.362160 -2.730174 -1.139231 0.1 0.0 0.1
C 0.778944 -3.363873 0.163255 0.0 0.2 -0.1
C 0.172156 -2.785794 1.427230 0.0 0.0 -0.1
C -0.310024 -3.662664 2.394747 0.0 0.0 0.0
C -0.715085 -3.226185 3.647750 0.0 0.0 0.0
C -0.542634 -1.877638 3.935432 0.0 0.0 0.0
C -0.053570 -0.959467 3.011500 0.0 0.1 0.0
C 0.352575 0.398552 3.571762 0.1 0.1 -0.1
C 0.296228 1.654445 2.742287 0.1 -0.2 0.0
C -0.762250 2.533296 2.909907 -0.1 0.0 -0.1
C -0.861145 3.738699 2.219552 0.0 0.0 0.0
C 0.140943 3.983557 1.277977 -0.1 0.0 0.0
C 1.192126 3.116879 1.046648 0.2 0.0 0.0
C 2.135012 3.348698 -0.118820 -0.1 -0.1 0.1
C 1.505768 2.806000 -1.391517 0.1 0.0 0.0
C 0.332463 3.377702 -1.868786 0.0 0.0 0.0
C -0.347938 2.881524 -2.974225 0.0 0.0 0.0
C 0.157118 1.740822 -3.580292 0.0 0.0 0.0
C -1.653215 3.537907 -3.417206 -0.1 0.1 -0.1
C -2.724679 3.254500 -2.353440 0.0 0.0 0.0
C -1.468196 5.056505 -3.561521 0.0 -0.1 0.0
C -2.145067 2.995470 -4.762203 0.0 0.0 0.1
C 1.383259 1.956625 1.866137 -0.2 0.3 0.3
O 2.456341 1.262328 1.818652 -0.3 0.4 0.4
C -1.969334 4.763145 2.447948 0.0 0.1 0.0
C -1.351057 6.108222 2.867901 0.0 -0.1 0.0
C -2.935241 4.330022 3.552689 0.0 0.0 0.0
C -2.779181 4.973153 1.159716 0.0 0.0 0.1
C 0.209345 -1.415594 1.713690 -0.2 -0.2 0.0
O 0.590785 -0.546861 0.714264 -0.1 -0.1 0.3
C -0.527738 0.089755 0.094987 -0.1 0.1 -0.2
C -1.263870 -4.166540 4.720117 0.0 0.0 0.0
C -0.289377 -4.204373 5.907050 0.0 0.0 0.0
C -1.441330 -5.594255 4.198913 0.0 0.1 0.0
C -2.632808 -3.662690 5.198803 0.0 0.0 0.0
C 1.329655 -1.956501 -1.856233 -0.2 -0.3 -0.2
O 2.558018 -1.887879 -1.500186 -0.2 -0.1 -0.2
C -2.847309 -2.374086 -3.239985 0.0 0.0 -0.1
C -3.516403 -0.990435 -3.192739 0.0 -0.1 0.0
C -3.679934 -3.336417 -2.390471 0.0 0.0 0.0
C -2.870654 -2.890867 -4.688446 0.0 0.0 0.1
H 4.097226 1.514347 -3.560131 -0.1 -0.1 0.0
H 5.201795 1.195424 -2.213456 0.0 0.0 0.0
H 4.376097 2.779601 -2.344127 -0.1 0.0 0.1
H 2.731178 -0.478727 -3.460767 0.0 0.0 0.0
H 1.536174 -0.255258 -4.764377 0.0 0.0 0.0
H -0.816488 -0.920378 -4.310030 0.0 0.0 0.0
H -1.607276 -3.477359 -0.972370 0.0 0.0 0.0
H 1.866855 -3.262599 0.235302 0.0 -0.1 0.0
H 0.559646 -4.435420 0.143679 0.0 0.0 0.1
H -0.342685 -4.714432 2.139276 0.0 0.0 0.0
H -0.755088 -1.512959 4.935573 0.0 0.0 0.0
H 1.393705 0.261564 3.888205 0.0 0.0 0.0
H -0.235979 0.559852 4.478415 0.0 0.0 0.0
H -1.537417 2.248180 3.616004 0.0 0.0 0.0
H 0.102188 4.895995 0.686721 0.0 0.0 0.0
H 3.074505 2.838713 0.084067 0.0 0.1 0.0
H 2.332301 4.418299 -0.235407 0.0 0.0 0.0
H -0.068258 4.227443 -1.331420 0.0 0.0 0.0
H -0.362258 1.287873 -4.415037 0.0 0.0 0.0
H -2.401756 3.612157 -1.374913 0.0 0.0 0.0
H -2.901718 2.179669 -2.273216 0.0 0.0 0.0
H -3.666423 3.748548 -2.614286 0.0 0.0 0.0
H -1.231684 5.523977 -2.605343 0.0 0.0 0.0
H -2.387184 5.513614 -3.939551 0.0 0.0 0.0
H -0.657959 5.277249 -4.259725 0.0 0.0 0.0
H -2.409312 1.938683 -4.691252 0.0 0.0 0.0
H -1.382368 3.115036 -5.534925 0.0 0.0 0.0
H -3.038023 3.542673 -5.074448 0.0 0.0 0.0
H -0.753884 5.978067 3.772488 0.0 0.0 0.0
H -2.130616 6.852483 3.064822 0.0 0.0 0.0
H -0.696612 6.497862 2.087450 0.0 0.0 0.0
H -2.399174 4.148761 4.486202 0.0 0.0 0.0
H -3.469019 3.418096 3.276902 0.0 0.0 0.0
H -3.673963 5.116967 3.728885 0.0 0.0 0.0
H -2.134132 5.312947 0.347095 0.0 0.0 0.0
H -3.562096 5.725393 1.309415 0.0 0.0 0.0
H -3.250046 4.038661 0.848198 0.0 0.0 0.0
H -1.192189 -0.650729 -0.358979 0.1 0.0 0.0
H -0.133168 0.736570 -0.686975 0.0 0.0 0.0
H -1.087166 0.695907 0.811215 0.1 0.0 0.1
H 0.697557 -4.525470 5.569660 0.0 0.0 0.0
H -0.641344 -4.899240 6.676206 0.0 0.0 0.0
H -0.184627 -3.217105 6.358261 0.0 0.0 0.0
H -0.481320 -6.034604 3.924123 0.0 0.0 0.0
H -2.096796 -5.612536 3.326084 0.0 0.0 0.0
H -1.889477 -6.219541 4.975511 0.0 0.0 0.0
H -2.564090 -2.653751 5.605673 0.0 0.0 0.0
H -3.030400 -4.318542 5.979794 0.0 0.0 0.0
H -3.341365 -3.644258 4.368079 0.0 0.0 0.0
H -3.522780 -0.606764 -2.170307 0.0 0.0 0.0
H -4.549488 -1.043797 -3.555178 0.0 0.0 0.0
H -2.969504 -0.276035 -3.811182 0.0 0.0 0.0
H -3.758899 -2.991377 -1.357684 0.0 0.0 0.0
H -3.236878 -4.334620 -2.389658 0.0 0.0 0.0
H -4.691088 -3.410807 -2.800853 0.0 0.0 0.0
H -2.326955 -2.218282 -5.353014 0.0 0.0 0.0
H -3.899495 -2.978631 -5.054721 0.0 0.0 0.0
H -2.396116 -3.872903 -4.740102 0.0 0.0 0.0
O 3.091171 -1.338798 2.569576 -0.3 -0.2 0.9
H 2.717332 -1.731880 1.774433 -0.2 -0.8 0.8
H 2.899733 -0.385867 2.422549 -0.4 0.0 0.9
O 5.888623 -1.101583 -2.135799 -0.1 0.0 0.1
H 5.017081 -1.448880 -1.901155 0.0 -0.1 -0.2
H 6.322974 -0.939752 -1.274040 0.1 0.0 -0.1
I 7.218530 -0.270678 1.013973 0.3 0.1 0.1
S 6.932639 -4.754446 0.426393 -0.3 0.2 0.0
C 5.802605 -4.807508 -0.871105 0.2 -0.1 0.1
C 4.760815 -3.978725 -0.610239 0.1 -0.2 -0.1
N 4.832233 -3.323402 0.592238 -0.5 0.2 0.0
C 5.902380 -3.620412 1.240221 0.4 -0.3 -0.1
H 5.987962 -5.419193 -1.738537 -0.1 0.1 0.0
H 3.923261 -3.768524 -1.264237 0.0 0.0 0.1
H 6.188801 -3.194780 2.190048 -0.1 0.1 0.0
```
Positions in Å, forces in eV/Å.

The HOMO energy is -0.0741 Ha. The HOMO-LUMO gap comes out at 5.80 eV. Its net charge is -2. As for the spin multiplicity: 1. For the relative energy (zero: lowest compared OMol25 entry of this formula, charge and spin), the calculation gives 1.091 eV. For the electronic energy, the calculation gives -3132.5097 a.u. The LUMO energy is 3.78 eV.

Mulliken atomic charge list, values in e, 5 entries: number 1, Rb, carries 0.5970; number 2, C, carries -1.1342; number 3, O, carries 0.5634; number 4, C, carries -0.8372; number 5, C, carries 0.7020